92
Properties=species:S:1:pos:R:3:forces:R:3 method="wB97M-V/def2-TZVPD" spin_multiplicity=2 charge=-1 homo_lumo_gap_ev="6.789 / 7.487" lumo_energy_ev="1.414 / 2.517" e_above_lowest_kcal_mol=24.5
Mn -0.559192 0.215103 0.023117 -0.940 2.010 -2.201
C -1.144329 -1.813393 3.744789 0.056 0.061 -0.012
C -0.336246 -0.552041 3.437480 -0.130 0.127 -0.107
Ge 0.796747 -0.708464 1.798736 -0.188 -1.187 0.438
C 2.654214 -0.338861 2.379125 -0.001 0.438 -0.314
C 3.116486 -1.354344 3.423245 -0.043 0.022 -0.039
C 0.849170 -2.663981 1.534686 0.134 0.013 0.078
C 0.540438 -3.212825 0.360444 -0.138 0.032 -0.213
Ge 0.161388 -1.885841 -1.101346 0.573 -0.809 0.141
C 2.008022 -1.638636 -1.838097 -0.113 0.125 -0.172
C 2.108319 -1.315209 -3.329065 0.006 -0.054 0.105
C -0.999543 -2.686009 -2.506441 -0.145 0.103 0.180
C -0.886603 -4.168274 -2.858373 -0.039 0.098 0.014
C 0.621226 -4.684051 0.170761 0.150 0.004 0.087
C 1.376623 -5.248881 -0.860671 0.013 0.010 0.075
C 1.507164 -6.623578 -0.985529 -0.013 0.059 -0.002
C 0.867772 -7.471570 -0.089530 0.000 0.021 -0.021
C 0.101942 -6.926894 0.931905 0.022 0.002 -0.033
C -0.011087 -5.549416 1.065554 -0.063 -0.033 -0.005
H -1.794850 -1.659236 4.610229 -0.015 -0.023 -0.005
H -0.495205 -2.665913 3.957918 -0.036 0.003 0.000
H -1.777920 -2.080728 2.896187 0.013 -0.007 0.015
H 0.303232 -0.281408 4.284720 0.011 -0.015 -0.010
H -1.026429 0.276985 3.278260 0.025 0.018 0.043
H 2.679997 0.678961 2.772666 0.017 -0.039 0.016
H 3.317319 -0.360422 1.509120 0.002 -0.002 0.028
H 2.394538 -1.447906 4.240343 0.042 -0.005 -0.015
H 4.074139 -1.057782 3.860319 -0.010 -0.024 0.013
H 3.243408 -2.344415 2.982419 -0.003 0.015 0.028
H 1.192634 -3.313639 2.347024 -0.049 -0.028 -0.078
H 2.560662 -2.553952 -1.610481 -0.020 0.021 0.023
H 2.466637 -0.843312 -1.244965 0.063 -0.034 -0.004
H 1.564670 -2.049240 -3.931380 0.028 0.032 -0.013
H 3.149347 -1.313157 -3.668316 -0.022 0.017 -0.025
H 1.686605 -0.334881 -3.552984 -0.021 -0.022 -0.008
H -0.827148 -2.071358 -3.390813 -0.039 -0.019 -0.033
H -2.019505 -2.465283 -2.177150 -0.004 0.029 -0.043
H 0.078162 -4.407819 -3.311718 -0.002 -0.021 0.035
H -1.665286 -4.436465 -3.579387 0.045 -0.030 -0.018
H -1.009985 -4.809494 -1.986482 -0.015 -0.014 -0.030
H 1.869348 -4.591556 -1.567027 0.004 -0.052 -0.002
H 2.105521 -7.034832 -1.790319 -0.002 0.003 0.016
H 0.966223 -8.545646 -0.189884 -0.022 0.008 0.000
H -0.412022 -7.579978 1.626805 0.006 0.013 0.027
H -0.604936 -5.128368 1.868699 -0.004 0.015 -0.035
C 0.839027 3.805275 -6.030357 0.107 0.033 -0.007
Si 0.036579 2.375071 -5.108938 0.029 0.056 -0.225
C -1.812622 2.638038 -5.199718 -0.053 -0.034 0.201
C 0.473608 0.778832 -5.986847 -0.064 -0.057 0.020
C 0.762400 2.355713 -3.377373 -0.058 0.088 0.062
C 1.890102 3.104019 -3.064390 -0.118 0.008 -0.035
C 2.484902 3.023012 -1.810039 0.024 -0.019 0.025
C 1.929840 2.169443 -0.881429 0.110 -0.132 -0.124
N 0.842827 1.441034 -1.154557 0.223 -0.262 1.032
C 0.256985 1.534603 -2.348390 0.070 0.062 -0.278
S -1.124166 0.512571 -2.472904 -0.005 -0.482 0.785
H 0.428795 3.871176 -7.042153 -0.002 -0.012 0.041
H 1.922324 3.685794 -6.124011 -0.047 0.007 -0.003
H 0.646291 4.758157 -5.529082 0.007 -0.031 -0.025
H -2.134696 2.670322 -6.244506 0.042 0.012 0.014
H -2.107990 3.574455 -4.719236 0.008 -0.027 -0.023
H -2.340050 1.824492 -4.698250 -0.015 0.062 -0.048
H 0.244454 0.855459 -7.053964 -0.002 -0.012 0.033
H -0.106336 -0.048952 -5.569885 0.055 0.008 -0.014
H 1.532891 0.536252 -5.877013 -0.020 0.014 -0.024
H 2.316417 3.765744 -3.810607 0.011 -0.009 0.017
H 3.353346 3.614693 -1.555496 -0.002 -0.039 -0.001
H 2.347402 2.047485 0.106680 -0.035 0.030 0.042
C -3.026416 4.657925 6.685958 0.010 -0.004 -0.065
C -2.279385 4.269419 5.436385 -0.008 0.002 0.056
C -1.376107 3.211461 5.442472 -0.006 0.005 -0.020
C -0.719827 2.827415 4.281409 0.000 0.100 -0.014
C -0.982534 3.500926 3.099041 0.007 -0.055 0.049
C -1.852408 4.582815 3.078281 0.038 -0.006 0.033
C -2.492152 4.962946 4.246203 -0.001 -0.013 -0.002
S -0.217084 2.956228 1.591927 0.013 0.101 -0.162
O -0.197361 4.119460 0.734949 -0.055 0.030 -0.063
O 1.062280 2.380528 1.958216 -0.063 0.017 0.015
N -1.129441 1.777805 1.014227 0.067 0.101 0.507
C -2.587142 1.891044 1.100454 0.204 -0.137 0.087
C -3.135113 0.470810 1.059935 0.064 -0.045 -0.011
O -4.188870 0.197615 1.600700 -0.083 -0.100 -0.133
O -2.384095 -0.354270 0.383052 0.503 -0.200 0.281
H -2.648316 4.121660 7.555882 0.008 0.016 -0.005
H -4.088391 4.423209 6.583732 0.014 0.012 0.014
H -2.942836 5.729570 6.876808 -0.005 -0.021 0.012
H -1.188868 2.676626 6.366965 0.018 0.015 -0.017
H 0.006654 2.026889 4.282222 -0.067 -0.021 0.022
H -1.999364 5.117091 2.148462 -0.051 -0.017 0.022
H -3.173724 5.806716 4.236629 0.004 -0.017 -0.012
H -2.998946 2.429731 0.240821 0.001 0.091 -0.023
H -2.934536 2.371719 2.013183 -0.014 0.004 0.036

55
Properties=species:S:1:pos:R:3:forces:R:3 method="wB97M-V/def2-TZVPD" homo_lumo_gap_ev=8.583 lumo_energy_ev=0.618 e_above_lowest_kcal_mol=0.0 smiles="COc1cc(NC(=S)NCCC(c2ccccc2)c2ccccc2)cc(OC)c1"
C 5.244399 -2.669959 -1.062385 0.065 -0.087 -0.225
H 4.371482 -3.045869 -1.605466 0.025 0.028 0.010
O 4.883673 -2.138433 0.189842 -0.167 0.204 0.278
C 4.037731 -1.074125 0.226796 -0.102 0.227 -0.020
C 3.731808 -0.608213 1.508184 0.057 -0.028 0.275
C 2.887527 0.476959 1.662535 0.072 -0.131 -0.238
C 2.334222 1.099572 0.541460 0.030 0.078 -0.043
C 2.613996 0.615385 -0.725732 0.058 -0.044 0.714
C 3.481970 -0.468260 -0.886436 0.214 -0.253 -0.108
H 3.697287 -0.814816 -1.884168 0.005 -0.101 -0.107
N 2.092847 1.194666 -1.881386 0.219 -0.116 -0.124
C 0.890495 1.796707 -2.105009 -0.138 0.093 0.104
N -0.024381 1.799717 -1.121036 0.580 -0.251 0.070
H 0.120815 1.155759 -0.354908 0.050 0.089 -0.027
C -1.380073 2.249583 -1.336924 -0.318 0.111 -0.265
C -2.231834 1.250005 -2.130506 -0.006 -0.049 0.163
H -1.623946 0.898096 -2.966411 -0.072 0.055 -0.006
H -3.089553 1.770302 -2.557889 -0.015 0.030 -0.083
C -2.729387 0.030207 -1.335452 0.036 0.137 -0.237
C -1.566672 -0.663040 -0.658614 -0.043 -0.195 0.025
C -1.261690 -0.441136 0.680784 -0.078 -0.064 -0.015
C -0.179514 -1.070907 1.271998 0.043 -0.009 0.043
C 0.618352 -1.926789 0.532592 0.026 -0.097 0.048
C 0.331718 -2.142149 -0.804278 0.045 -0.061 -0.010
C -0.752827 -1.517399 -1.393313 -0.067 0.039 0.033
H -0.974427 -1.697299 -2.435940 -0.041 -0.006 -0.127
H 0.950112 -2.807459 -1.388826 0.067 -0.058 -0.056
H 1.459376 -2.420749 0.994313 0.090 -0.030 0.041
H 0.039147 -0.889989 2.313860 0.044 0.031 0.111
H -1.881713 0.220862 1.268373 -0.075 0.036 0.068
C -3.854065 0.303253 -0.359697 -0.093 -0.052 -0.063
C -4.433536 1.548186 -0.160872 0.094 -0.071 -0.060
C -5.474102 1.706771 0.741282 -0.126 0.073 0.106
C -5.954652 0.626153 1.456583 -0.062 0.102 0.041
C -5.391643 -0.624107 1.258681 0.008 -0.116 0.000
C -4.355976 -0.780594 0.358749 -0.094 0.039 0.022
H -3.920835 -1.758780 0.207200 0.049 -0.087 0.001
H -5.762970 -1.478801 1.805096 -0.033 -0.071 0.040
H -6.764463 0.753949 2.159427 -0.063 0.017 0.055
H -5.910258 2.685191 0.881869 -0.038 0.073 0.015
H -4.090194 2.411577 -0.708405 0.069 0.079 -0.080
H -3.134523 -0.670312 -2.079448 0.078 0.047 0.092
H -1.322709 3.182757 -1.904217 -0.055 -0.074 0.190
H -1.814535 2.449664 -0.356648 0.016 0.047 -0.003
S 0.635854 2.480086 -3.591678 -0.087 0.305 -0.654
H 2.651448 1.104168 -2.719718 -0.193 0.108 0.112
H 1.733904 1.979776 0.696329 -0.083 0.103 -0.007
O 2.532782 1.017236 2.858144 -0.088 0.059 -0.358
C 3.071793 0.459020 4.032848 0.096 -0.091 0.209
H 2.667838 1.051130 4.852467 0.054 -0.074 -0.028
H 4.163999 0.523289 4.043110 -0.037 -0.013 -0.010
H 2.768721 -0.585594 4.156369 0.021 0.030 -0.013
H 4.183423 -1.117246 2.342348 0.041 -0.042 0.145
H 5.918213 -3.497814 -0.847889 -0.045 0.052 -0.065
H 5.765545 -1.930188 -1.677988 -0.036 -0.020 0.020

12
Properties=species:S:1:pos:R:3:forces:R:3 method="wB97M-V/def2-TZVPD" homo_lumo_gap_ev=10.737 lumo_energy_ev=1.053 e_above_lowest_kcal_mol=5.3 smiles="[H]/N=C/N.C"
C -1.545650 -0.433343 -4.218630 0.250 0.616 0.512
H -1.569803 0.542210 -3.731898 -0.008 0.113 -0.134
H -1.293538 -1.131216 -3.423290 -0.193 -0.315 -0.213
H -2.520128 -0.601483 -4.662140 -0.001 -0.304 -0.034
H -0.755172 -0.417318 -4.962430 -0.048 -0.110 -0.131
N 1.667603 1.029292 3.563368 -0.773 -0.105 0.594
C 1.066467 -0.058934 2.959234 0.569 -0.411 -0.958
N 0.269125 0.047359 1.977103 0.547 0.484 -0.225
H 1.645402 0.977337 4.573754 0.317 0.057 0.028
H 1.268173 1.899463 3.237490 -0.062 0.061 -0.052
H 1.478266 -1.034724 3.237492 0.075 0.167 0.388
H 0.289253 -0.818643 1.449946 -0.673 -0.254 0.224

93
Properties=species:S:1:pos:R:3:forces:R:3 method="wB97M-V/def2-TZVPD" homo_lumo_gap_ev="8.381 / 8.392" lumo_energy_ev="-0.022 / -0.021" e_above_lowest_kcal_mol=55.8
Co -1.665240 0.218254 -0.812689 0.953 1.182 -0.526
C -1.144976 5.104065 0.125558 -0.051 0.073 0.062
C -0.896602 3.828796 0.925243 0.094 0.133 -0.182
S -0.818602 2.301573 -0.032977 -0.130 -0.103 0.355
C 0.368254 2.595603 -1.357577 -0.020 -0.089 0.081
C -0.168147 3.183873 -2.660918 0.037 0.072 -0.114
S -1.736421 2.485848 -3.220242 -0.070 -0.081 0.169
C -2.963201 3.845330 -3.067004 0.112 0.031 -0.036
C -2.601790 5.168608 -2.401028 -0.026 0.008 0.095
S -2.803711 5.280364 -0.593215 0.035 -0.150 -0.024
H -0.394433 5.238683 -0.652490 0.009 -0.015 -0.011
H -1.029864 5.945565 0.814019 0.006 -0.022 -0.055
H -1.690527 3.661393 1.653529 -0.019 -0.005 -0.026
H 0.043806 3.926040 1.473521 -0.020 0.011 0.010
H 0.769715 1.600311 -1.560854 -0.004 0.027 0.057
H 1.180551 3.208118 -0.954084 -0.014 -0.063 -0.057
H 0.561538 2.972971 -3.445166 -0.012 0.021 0.033
H -0.259911 4.263897 -2.600529 0.026 -0.026 -0.006
H -3.810200 3.417105 -2.542438 -0.141 -0.087 0.046
H -3.284266 4.056338 -4.088056 0.037 0.029 0.010
H -3.311170 5.909293 -2.775467 0.014 -0.009 0.019
H -1.618533 5.545614 -2.675842 -0.013 0.029 -0.027
C -4.600480 -0.423412 -2.723806 0.162 0.238 0.038
Si -3.907799 0.085537 -1.051748 0.099 -0.607 0.452
C -4.681485 1.717841 -0.464496 0.104 -0.092 -0.151
C -4.511053 -1.129045 0.259183 -0.197 0.062 -0.260
C -5.830802 -1.585717 0.322249 0.025 0.057 0.011
C -6.281714 -2.302697 1.415557 0.007 -0.043 0.066
C -5.416239 -2.565462 2.471764 -0.082 -0.018 -0.009
C -4.102206 -2.139018 2.404880 0.000 0.029 -0.033
C -3.629609 -1.430499 1.295921 0.235 -0.136 0.241
Si -1.774766 -1.154866 1.004709 -0.642 -0.380 -0.486
C -1.220192 -2.906048 0.587032 0.163 0.230 0.030
C -1.042383 -0.487151 2.611714 0.037 0.083 -0.214
H -5.677137 -0.239842 -2.722757 -0.062 -0.041 -0.027
H -4.424221 -1.480166 -2.910400 0.032 -0.097 0.022
H -4.164397 0.135381 -3.550538 0.035 0.077 -0.059
H -5.586619 1.930124 -1.037054 -0.083 0.022 -0.012
H -4.030008 2.581586 -0.523961 0.163 0.177 -0.082
H -4.963128 1.599771 0.581147 -0.041 -0.026 0.065
H -6.520679 -1.372477 -0.485221 -0.050 0.029 -0.073
H -7.303715 -2.654537 1.451710 -0.063 -0.015 0.011
H -5.766978 -3.114730 3.335301 -0.021 -0.031 0.041
H -3.432660 -2.378060 3.221859 0.081 -0.024 0.082
H -1.222242 -3.515207 1.493281 -0.031 -0.078 0.071
H -0.228936 -2.924664 0.144225 0.072 0.018 -0.024
H -1.932692 -3.336510 -0.114975 -0.058 -0.025 -0.044
H -0.865688 -1.317467 3.298483 -0.046 -0.021 0.073
H -1.743762 0.202552 3.083304 -0.038 0.020 0.017
H -0.097702 0.026903 2.451383 0.105 -0.011 -0.046
N 0.113553 -0.906266 -3.062383 -0.003 0.158 -0.278
C -0.685867 -0.586400 -2.290275 -0.786 -0.725 0.644
O 1.137995 -0.906228 0.224466 -0.265 0.196 0.064
P 2.593291 -1.134902 0.376479 0.204 -0.101 0.030
N 3.297619 -2.030092 -0.841186 0.002 0.175 0.080
C 2.980193 -3.469895 -0.785460 -0.042 -0.103 0.045
C 3.391259 -3.966628 -2.159937 0.067 -0.009 0.036
C 2.882289 -2.847585 -3.059843 -0.002 0.004 -0.057
C 3.165730 -1.580253 -2.252594 -0.044 0.212 -0.063
N 2.931010 -1.912679 1.791496 0.030 0.063 -0.201
C 1.983983 -2.806269 2.461707 -0.187 0.037 0.032
C 2.736695 -3.283807 3.720077 -0.028 -0.034 0.010
C 4.020534 -2.450455 3.758597 0.041 0.016 0.002
C 4.277183 -2.157346 2.286337 0.052 -0.012 -0.004
N 3.506304 0.263557 0.516911 -0.157 -0.049 -0.101
C 3.758297 1.098396 -0.661081 0.129 -0.085 -0.125
C 4.286252 2.385582 -0.051791 0.037 -0.015 -0.027
C 3.383745 2.574640 1.163619 -0.057 0.035 0.065
C 3.026405 1.145885 1.603293 -0.007 0.013 0.158
H 1.902995 -3.636397 -0.648578 0.012 -0.025 0.034
H 3.513136 -3.950415 0.035229 0.033 -0.014 -0.002
H 2.966867 -4.941503 -2.393927 -0.017 -0.017 -0.006
H 4.480503 -4.037007 -2.215590 0.000 -0.030 0.018
H 1.809456 -2.943411 -3.227111 -0.015 0.027 0.024
H 3.375085 -2.825217 -4.031174 -0.026 0.013 -0.014
H 2.347868 -0.862263 -2.371648 0.127 -0.108 -0.016
H 4.101701 -1.117145 -2.572632 0.005 -0.013 0.015
H 1.710158 -3.657171 1.831337 -0.025 -0.008 -0.004
H 1.067307 -2.262734 2.692231 0.059 -0.042 -0.012
H 2.981324 -4.342332 3.628433 0.004 -0.018 -0.003
H 2.137337 -3.165501 4.620999 -0.013 -0.005 0.015
H 4.848410 -2.969536 4.239504 0.013 0.000 0.016
H 3.848635 -1.510840 4.286267 0.012 0.016 0.010
H 4.738160 -3.024933 1.793821 0.027 -0.003 0.001
H 4.911484 -1.291532 2.104359 0.009 0.019 0.011
H 2.839140 1.290891 -1.231240 0.095 -0.003 -0.012
H 4.478410 0.619253 -1.320672 -0.004 -0.002 -0.006
H 4.258761 3.223506 -0.747005 0.001 0.032 -0.023
H 5.319544 2.236516 0.265031 0.022 0.003 -0.016
H 2.476319 3.116413 0.882165 0.036 -0.023 0.020
H 3.868773 3.137576 1.959258 -0.026 0.028 0.022
H 1.947148 1.039440 1.745955 -0.017 0.025 0.034
H 3.518029 0.865326 2.536518 -0.002 0.011 0.011

14
Properties=species:S:1:pos:R:3:forces:R:3 method="wB97M-V/def2-TZVPD" homo_lumo_gap_ev=9.737 lumo_energy_ev=0.970 e_above_lowest_kcal_mol=31.7 smiles=CN.CN
C 3.043814 -0.343662 -1.589583 -1.468 -0.919 -3.088
N 1.655979 -0.876407 -1.355221 1.213 0.043 0.882
H 3.482711 -0.341666 -0.649283 1.243 -0.473 1.586
H 3.064476 0.721549 -1.858533 -0.367 -0.303 -0.314
H 3.674043 -0.936553 -2.409272 -1.197 1.120 1.830
H 0.855511 -0.807351 -2.001084 1.291 -0.322 0.686
H 1.682078 -1.573153 -0.581272 -0.727 0.852 -1.573
C -2.799603 0.586856 1.056746 -0.391 0.753 -1.842
N -2.162711 0.449604 2.320616 0.329 -0.880 -0.150
H -2.651333 -0.289850 0.430909 -0.038 -0.545 0.302
H -2.379967 1.377111 0.347825 -0.709 -0.220 1.051
H -3.883669 0.678937 1.185264 0.197 0.311 -0.217
H -1.203313 0.166583 2.122145 -0.199 0.732 1.134
H -2.378013 1.187998 2.980744 0.822 -0.152 -0.287

16
Properties=species:S:1:pos:R:3:forces:R:3 method="wB97M-V/def2-TZVPD" homo_lumo_gap_ev=8.703 lumo_energy_ev=-0.074 e_above_lowest_kcal_mol=67.9
C -2.002576 -0.930062 -0.212660 -2.835 -0.403 -0.139
C -1.046263 1.154026 0.269798 0.510 0.110 1.584
C 0.236739 1.502228 0.570489 -0.868 -0.026 -2.290
C 1.421817 1.137377 -0.292756 0.537 0.298 1.669
C 1.948397 -0.079394 -0.529078 0.053 0.833 0.483
C 1.453632 -1.341080 0.025515 -1.533 -0.361 1.307
H -1.974076 -1.150119 0.841796 0.664 0.182 0.406
H -3.086589 -0.826402 -0.442578 0.283 0.270 0.142
H -1.761387 -1.814900 -0.770000 0.887 -0.244 -0.282
H -1.932703 1.571704 0.850569 1.179 -0.571 -0.771
H 0.438834 2.332044 1.237112 -0.277 -0.036 0.076
H 2.119087 1.994854 -0.487342 -0.946 -0.709 -0.149
H 2.963417 -0.097361 -0.902260 -0.080 -0.199 -0.586
H 1.951710 -2.262577 -0.420424 -0.581 0.560 0.694
O -1.326188 0.200547 -0.662514 1.083 0.804 -0.091
O 0.596155 -1.390886 0.924326 1.923 -0.506 -2.054